Entry 1:
Computed, not measured: a gas-phase ion, C6H12NO (charge +1) in a non-equilibrium geometry, with ωB97M-V/def2-TZVPD.

Last column: natural (NBO) charge in e.
Atoms and positions in Å:
1 O -2.977 1.077 -0.593  -0.64
2 N -1.313 -0.384 -0.079  -0.48
3 C -0.602 -1.498 0.313  -0.27
4 C 1.425 0.916 -0.717  -0.17
5 C -2.556 -0.101 -0.186  0.57
6 C 0.970 -1.359 0.160  -0.44
7 C 1.415 1.651 0.642  -0.66
8 C 1.351 -0.406 -0.984  -0.21
9 H 1.417 -2.279 -0.090  0.25
10 H 0.957 0.966 1.274  0.19
11 H -0.929 -2.302 -0.449  0.23
12 H 1.536 -0.999 0.980  0.23
13 H 2.432 1.895 0.822  0.25
14 H 0.846 2.567 0.501  0.23
15 H -0.706 0.402 -0.461  0.46
16 H 1.283 -0.687 -1.997  0.22
17 H 1.523 1.656 -1.455  0.21
18 H -3.837 1.499 -0.435  0.56
19 H -3.362 -0.684 0.161  0.20
20 H -0.549 -2.003 1.233  0.27

Output
2S+1: 1
Energy in eV: -9945.18222
Structure (SMILES): C/C=C\CC/[NH+]=C/O
E_LUMO in eV: -4.19
Total charge: +1
ΔE to the lowest compared entry with this formula, charge and spin in eV: 1.9226

---

Entry 2:
Computed, not measured: a molecular structure, C6H12NO in a non-equilibrium geometry, with ωB97M-V/def2-TZVPD.

Last column: natural (NBO) charge in e.
Atoms and positions in Å:
1 O -1.673 1.201 0.901  -0.41
2 N -3.332 0.060 -0.522  -0.67
3 C -1.889 0.568 -0.291  0.05
4 C 1.425 1.221 1.823  -0.68
5 C -1.365 -0.107 0.884  0.16
6 C 1.665 -1.388 -1.179  -0.65
7 C 1.207 0.199 0.765  0.02
8 C 1.985 -0.497 -0.042  -0.17
9 H 1.442 0.828 2.934  0.26
10 H 0.739 -1.845 -1.163  0.21
11 H 1.463 -0.788 -2.155  0.23
12 H -3.303 -0.649 -1.223  0.44
13 H 2.318 -2.198 -1.200  0.24
14 H 3.002 -0.314 -0.013  0.22
15 H 0.842 2.051 1.598  0.23
16 H 2.515 1.621 1.567  0.26
17 H -3.886 0.698 -1.077  0.45
18 H -3.573 -0.305 0.308  0.45
19 H -0.002 -0.175 0.628  0.10
20 H -1.268 0.977 -0.995  0.23

Output
2S+1: 1
Energy in eV: -9940.25673
E_LUMO in eV: -4.26
Total charge: +1
ΔE to the lowest compared entry with this formula, charge and spin in eV: 6.8481

---

Entry 3:
Computed, not measured: C6H12NOP in the gas phase in a non-equilibrium geometry, with ωB97M-V/def2-TZVPD.

Last column: natural (NBO) charge in e.
Atoms and positions in Å:
1 P 0.653 1.034 2.505  0.79
2 O -0.360 2.339 -0.639  -0.71
3 N 1.118 -0.322 1.943  -0.85
4 C -1.209 -0.515 -0.159  -0.41
5 C -0.259 -0.120 -1.173  -0.27
6 C -0.484 -1.489 0.669  -0.39
7 C 1.001 -1.058 0.738  -0.08
8 C 1.114 -0.143 -0.539  -0.43
9 C -0.393 1.328 -1.705  -0.06
10 H 1.370 0.870 -0.189  0.23
11 H -1.333 1.394 -2.298  0.16
12 H -2.267 -0.752 -0.552  0.24
13 H 0.392 1.580 -2.404  0.18
14 H -0.548 -2.523 0.222  0.21
15 H 0.679 0.913 3.946  -0.11
16 H -0.764 -1.612 1.753  0.23
17 H -0.298 -0.739 -2.059  0.21
18 H 1.899 -0.448 -1.298  0.22
19 H 1.638 -1.902 0.762  0.20
20 H -0.804 1.761 0.020  0.45
21 H -1.144 0.403 0.458  0.16

Output
2S+1: 1
Energy in eV: -19240.26784
Structure (SMILES): [H]/P=N/[C@H]1CC[C@@H](CO)C1
E_LUMO in eV: -0.24
ΔE to the lowest compared entry with this formula, charge and spin in eV: 2.3711

---

Entry 4:
Computed, not measured: 2 unconnected molecules or ions with the total composition C6H12NOS in a non-equilibrium geometry, with ωB97M-V/def2-TZVPD.

Last column: natural (NBO) charge in e.
Atoms and positions in Å:
1 S 1.078 -0.431 3.387  -0.28
2 O -1.305 -0.973 2.360  -0.62
3 N 0.627 -0.657 0.434  -0.63
4 C 0.082 0.433 -0.326  0.11
5 C -0.143 -0.718 2.394  0.45
6 C 0.877 0.565 -1.652  -0.62
7 C -1.424 0.338 -0.671  -0.65
8 C 0.313 1.712 0.491  -0.60
9 C 0.291 -1.973 -0.004  -0.42
10 H 0.067 2.600 -0.093  0.18
11 H 1.353 1.755 0.801  0.22
12 H 0.650 -0.269 -2.314  0.19
13 H -1.769 1.278 -1.102  0.19
14 H -1.989 0.131 0.234  0.23
15 H 0.622 1.494 -2.158  0.18
16 H -0.790 -2.218 0.043  0.14
17 H -0.304 1.694 1.386  0.21
18 H 0.813 -2.684 0.645  0.19
19 H 1.939 0.550 -1.425  0.21
20 H 0.623 -2.166 -1.041  0.15
21 H -1.610 -0.460 -1.388  0.19

Output
2S+1: 1
Energy in eV: -20789.77393
E_LUMO in eV: 3.64
Total charge: -1
ΔE to the lowest compared entry with this formula, charge and spin in eV: 0.0000

---

Entry 5:
Computed, not measured: 2 unconnected molecules or ions with the total composition C6H12NS in a non-equilibrium geometry, with ωB97M-V/def2-TZVPD.

Last column: natural (NBO) charge in e.
Atoms and positions in Å:
1 S -4.364 0.685 0.415  0.73
2 N -0.830 1.509 0.950  -0.82
3 C -0.157 0.740 0.131  0.14
4 C -6.867 -0.274 -0.554  -0.23
5 C -5.720 0.142 -0.106  -0.12
6 C -0.012 1.089 -1.268  -0.67
7 C 2.142 -1.530 1.179  -0.54
8 C 0.646 -0.456 0.852  -0.48
9 H -7.399 0.475 -1.281  0.32
10 H -0.096 -1.232 0.496  0.18
11 H 1.634 -2.317 1.638  0.19
12 H -1.105 1.342 1.899  0.40
13 H -0.541 1.942 -1.577  0.20
14 H 2.863 -1.068 1.790  0.20
15 H -0.286 0.260 -1.887  0.21
16 H 2.494 -1.900 0.108  0.21
17 H -1.290 2.293 0.357  0.38
18 H 0.575 -0.374 1.884  0.19
19 H -7.241 -1.160 -0.257  0.27
20 H 1.017 1.261 -1.621  0.23

Output
2S+1: 3
Energy in eV: -18726.77199
⟨S²⟩: 2.03
E_LUMO (spin up / spin down) in eV: -6.42 / -8.84
Total charge: +1
ΔE to the lowest compared entry with this formula, charge and spin in eV: 4.3666

---

Entry 6:
Computed, not measured: C6H12O in the gas phase, with ωB97M-V/def2-TZVPD.

Last column: natural (NBO) charge in e.
Atoms and positions in Å:
1 O 1.484 -2.136 0.025  -0.72
2 C -1.907 1.406 0.974  -0.60
3 C -0.096 -0.412 0.530  -0.25
4 C -1.108 -0.501 -0.588  -0.44
5 C 1.998 0.045 -0.910  -0.64
6 C 1.360 -0.733 0.238  0.10
7 C -0.836 0.815 0.085  -0.22
8 H 3.015 -0.328 -1.063  0.23
9 H -0.426 -0.824 1.484  0.22
10 H -0.738 -0.640 -1.602  0.21
11 H 2.055 1.116 -0.685  0.21
12 H -1.498 2.134 1.684  0.21
13 H -2.062 -0.985 -0.391  0.22
14 H 1.949 -0.538 1.141  0.18
15 H -2.403 0.618 1.553  0.20
16 H 1.454 -0.082 -1.853  0.20
17 H -2.678 1.910 0.379  0.21
18 H -0.275 1.539 -0.504  0.22
19 H 0.714 -2.403 -0.497  0.46

Output
2S+1: 1
Energy in eV: -8463.34593
Structure (SMILES): C[C@H](O)[C@@H]1C[C@H]1C
E_LUMO in eV: 1.06
ΔE to the lowest compared entry with this formula, charge and spin in eV: 1.0080